Entry 1:
# C3H9BF3InNO

A structure of composition C3H9BF3InNO at a distorted geometry (ωB97M-V/def2-TZVPD, OMol25).

XYZ file:
```
19
Properties=species:S:1:pos:R:3:forces:R:3:mulliken_charge:R:1
C 2.0668 -1.1451 0.4669 1.64 -0.60 0.26 -0.790
N 1.6477 0.0394 -0.3738 -1.06 -0.50 1.48 -0.035
C 1.9711 1.3687 0.2705 0.48 0.89 -1.60 -0.879
B 0.2156 -0.0530 -0.8632 0.48 1.38 -1.53 0.227
O -0.0589 0.5310 -2.2209 1.66 -2.26 1.23 -0.536
In -1.5554 -0.9441 0.2378 -0.35 -0.85 -0.13 0.484
C -3.2848 0.5877 0.2624 -0.55 -0.21 -0.12 0.225
F -2.7250 1.9605 0.0702 -2.40 -2.60 0.61 -0.264
F -4.0701 0.5165 1.5432 1.30 1.13 -3.18 -0.283
F -4.2764 0.3194 -0.8318 1.91 1.53 2.80 -0.263
H 1.2804 -2.0114 0.5347 1.25 1.85 -0.21 0.220
H 3.0437 -1.6035 -0.0436 -1.98 0.77 1.13 0.224
H 2.4098 -0.8561 1.5714 -0.96 -0.46 -2.22 0.223
H 3.1048 1.6116 -0.0111 -2.28 -0.31 1.07 0.280
H 1.3217 2.1937 -0.2944 1.36 -1.69 1.37 0.293
H 1.7653 1.4202 1.4224 0.42 -0.21 -2.11 0.272
H 0.5166 -0.0394 -2.8258 -0.81 1.47 1.04 0.262
H -1.1857 -1.5809 1.8829 -0.20 0.29 -0.27 -0.327
H -2.1873 -2.3152 -0.7980 0.09 0.39 0.38 -0.332
```
Positions in Å, forces in eV/Å.

Summary:
- E: -764.22968 Eh
- HOMO level: -4.37 eV
- Total charge: -1
- Lowest unoccupied orbital energy: 3.202 eV
- Orbital gap: 7.58 eV

Entry 2:
# C4H7OP

The molecule C4H7OP at a distorted geometry (ωB97M-V/def2-TZVPD, OMol25).

XYZ file:
```
13
Properties=species:S:1:pos:R:3:forces:R:3:mulliken_charge:R:1
C 1.3445 1.5719 -0.0178 -2.62 2.21 1.54 -0.604
C 1.3037 0.2828 -0.1058 0.88 -3.14 0.78 -0.281
C 0.2311 -0.6339 0.4835 -0.75 0.12 -1.90 -0.134
C -0.6709 -1.3890 -0.6600 -1.73 1.25 1.75 -0.661
P -1.5789 -0.0795 0.3238 1.33 -0.08 -0.18 0.364
O -2.1683 1.1168 -0.3690 0.86 -0.94 0.71 -0.608
H 0.4744 2.0661 0.5101 0.95 -0.34 -0.87 0.142
H 2.1054 2.2359 -0.3364 0.80 0.15 -0.38 0.308
H 2.2216 -0.2501 -0.3965 -0.47 0.09 -0.46 0.299
H 0.6261 -1.3838 1.2083 -0.66 0.97 -0.15 0.388
H -1.0906 -2.4223 -0.6586 1.02 0.81 0.09 0.362
H -0.6544 -0.8464 -1.6044 0.30 -0.50 -0.22 0.307
H -2.1437 -0.2686 1.6227 0.08 -0.60 -0.70 0.118
```
Positions in Å, forces in eV/Å.

Summary:
- E: -573.11509 Eh
- ΔE to the lowest compared entry with this formula, charge and spin: 50.3 kcal per mole
- HOMO level: -9.29 eV
- SMILES: C=C[C@@H]1C[P@@H]1=O
- Lowest unoccupied orbital energy: 0.965 eV
- Orbital gap: 10.26 eV

Entry 3:
# C8H7AuCl2N3O4Tl

A structure of composition C8H7AuCl2N3O4Tl at a distorted geometry (ωB97M-V/def2-TZVPD, OMol25).

XYZ file:
```
26
Properties=species:S:1:pos:R:3:forces:R:3:mulliken_charge:R:1
Au 3.3613 -1.8476 0.1901 -1.70 1.88 1.75 0.701
Tl -1.4573 -0.6426 0.8145 0.12 0.52 0.27 1.211
Cl 3.4409 -0.0622 1.6902 0.35 -0.93 -1.07 -0.179
Cl 1.0113 -1.9650 0.9440 1.12 -0.35 -0.38 -0.210
C -2.9024 -0.5627 -1.6692 -0.71 0.28 -2.56 0.098
C 5.1329 -1.5350 -0.6021 5.35 2.96 -0.62 0.467
C 3.3275 -3.4262 -0.9661 -1.75 -6.07 -3.02 0.440
O -3.2627 -0.4487 -2.7411 0.86 -0.35 2.88 0.027
O 6.1484 -1.1305 -0.9452 -4.18 -2.04 1.11 0.030
O 3.1692 -4.4177 -1.5225 0.94 4.25 2.18 -0.010
C -1.4760 3.0496 4.4084 -0.17 0.47 0.92 -0.722
N -1.2897 3.1699 2.9720 -0.12 2.01 -0.01 0.075
C -1.3172 4.3888 2.3661 -0.11 -1.42 2.26 0.132
C -1.1181 4.4720 1.0185 0.10 1.02 -0.93 -0.679
C -0.8900 3.2625 0.3080 0.29 -1.56 -2.74 0.831
N -0.9647 2.0682 0.8955 -0.15 -0.23 1.00 -0.441
C -1.1431 2.0110 2.2446 0.05 -2.69 -1.15 0.646
O -1.2134 0.8979 2.8415 -0.11 1.38 -1.32 -0.575
N -0.6411 3.2637 -1.0259 0.20 0.45 2.33 -0.277
H -2.3240 2.3995 4.6404 0.06 0.01 -0.15 0.367
H -1.6583 4.0566 4.7750 -0.03 -0.12 0.27 0.273
H -0.5777 2.6424 4.8825 0.00 -0.05 -0.16 0.371
H -1.4882 5.2170 3.0542 0.03 0.11 -0.41 0.449
H -1.1211 5.4211 0.4934 -0.03 0.11 0.12 0.437
H -0.3935 4.1334 -1.4748 -0.18 0.24 -0.41 0.304
H -0.2942 2.4085 -1.4451 -0.22 0.10 -0.16 0.232
```
Positions in Å, forces in eV/Å.

Summary:
- E: -2001.04885 Eh
- ΔE to the lowest compared entry with this formula, charge and spin: 3.1 kcal per mole
- HOMO level (spin up / spin down): -23.31 / -23.32 eV
- Total charge: +4
- Lowest unoccupied orbital energy (spin up / spin down): -15.936 / -17.967 eV
- Multiplicity: 3
- Orbital gap (spin up / spin down): 7.38 / 5.35 eV

Entry 4:
# C3H3F6NO2S

The molecule C3H3F6NO2S at a distorted geometry (ωB97M-V/def2-TZVPD, OMol25).

XYZ file:
```
16
Properties=species:S:1:pos:R:3:forces:R:3:mulliken_charge:R:1
O 1.3040 -0.8348 -1.3310 1.60 0.61 -2.31 -0.591
S 0.5440 -0.9107 -0.1661 -1.16 -0.16 3.59 1.088
N -0.9300 -0.5048 -0.0254 1.96 -1.48 1.14 -0.361
C -1.4596 0.3230 -1.0191 1.57 1.59 -3.07 -0.764
C -1.3422 1.7368 -0.4787 -2.08 0.95 0.80 0.896
F -2.1397 1.9884 0.6399 1.11 -0.66 -1.13 -0.284
F -1.6831 2.6773 -1.3554 -0.40 0.06 -0.66 -0.267
F -0.0855 1.9985 -0.1588 0.87 -0.03 0.64 -0.262
O 0.1791 -2.4451 0.1644 0.15 -2.23 0.64 -0.147
F 1.2821 -3.4335 0.2968 -0.63 1.60 -0.23 -0.166
C 1.7477 -0.2962 1.4524 -0.44 -2.09 -0.95 0.265
F 2.3382 -1.3383 2.1299 -1.08 1.14 -1.05 -0.219
F 0.8518 0.2874 2.2048 0.33 0.42 0.41 -0.172
H -2.4587 0.0587 -1.4216 0.55 0.18 0.65 0.381
H -0.6935 0.3855 -1.9379 -1.90 -0.16 1.39 0.296
H 2.5453 0.3079 1.0057 -0.45 0.24 0.14 0.308
```
Positions in Å, forces in eV/Å.

Summary:
- E: -1318.50378 Eh
- ΔE to the lowest compared entry with this formula, charge and spin: 111.3 kcal per mole
- HOMO level: -10.66 eV
- SMILES: O=[S@@](=NCC(F)(F)F)(OF)C(F)F
- Lowest unoccupied orbital energy: -0.931 eV
- Orbital gap: 9.73 eV

Entry 5:
# C39H73N18RbS

A structure of composition C39H73N18RbS (ωB97M-V/def2-TZVPD, OMol25).

XYZ file:
```
132
Properties=species:S:1:pos:R:3:forces:R:3:mulliken_charge:R:1
Rb -0.5357 -0.8920 0.3378 0.23 -0.57 0.45 0.156
C 4.4894 -0.7864 -2.0125 0.01 0.02 -0.05 -1.096
N 5.0699 0.5273 -1.7874 0.06 -0.03 -0.04 0.697
C 6.5092 0.5699 -1.6256 -0.02 -0.02 0.02 -1.069
C 4.3479 1.6424 -2.1437 -0.01 0.09 0.00 0.153
N 3.0914 1.5401 -2.3404 -0.05 0.00 0.13 -0.188
C 2.3098 2.6476 -2.8335 -0.01 -0.03 -0.03 -1.191
C 1.3323 3.2381 -1.8196 0.00 0.07 -0.06 -0.742
N 0.3253 2.3345 -1.2567 0.10 -0.01 0.08 1.225
C -0.0206 1.1766 -2.0747 0.04 0.13 -0.07 1.616
C -0.8587 1.3815 -3.3543 0.03 -0.01 0.00 -1.306
N -2.1823 0.8164 -3.1519 0.02 -0.04 -0.07 -0.435
C -2.5455 -0.1693 -3.8962 -0.05 0.06 0.02 0.624
N -3.5296 -1.0287 -3.4676 0.07 -0.08 -0.01 0.285
C -3.8335 -1.1732 -2.0641 0.01 0.04 -0.07 -1.111
C -4.4004 -1.7471 -4.3671 0.00 -0.01 0.00 -1.166
N -2.0274 -0.4715 -5.1501 -0.02 0.00 0.00 0.529
C -1.7665 0.5587 -6.1234 -0.01 0.00 0.01 -1.145
C -1.6262 -1.8153 -5.5037 0.01 0.00 0.00 -1.126
C -0.8253 3.1241 -0.8326 -0.08 -0.02 0.08 -1.556
C -1.8634 2.3711 -0.0044 0.01 0.03 0.07 -0.660
N -1.4948 2.3521 1.4104 -0.02 0.00 -0.01 0.129
C -2.4513 2.3977 2.2693 -0.14 0.19 -0.15 0.253
N -3.7654 2.0355 1.9998 0.06 -0.12 0.12 0.681
C -4.9001 2.7283 2.5663 0.00 0.00 0.03 -1.184
C -4.0638 0.7611 1.3799 -0.03 0.08 -0.15 -1.048
N -2.2567 2.9342 3.5310 0.12 -0.14 0.01 0.200
C -2.8007 2.2876 4.7068 -0.01 0.02 0.00 -1.060
C -1.1476 3.8247 3.7919 0.00 0.02 -0.01 -1.047
N 5.1441 2.8221 -2.2164 -0.10 -0.04 0.00 0.306
C 4.7209 3.9943 -1.4838 0.03 0.05 0.02 -1.007
C 5.7811 3.0819 -3.4902 0.03 -0.03 0.00 -1.107
H 4.9217 -1.4927 -1.3058 0.00 -0.01 0.01 0.350
H 4.6824 -1.1343 -3.0354 0.00 -0.01 0.01 0.267
H 3.4198 -0.7526 -1.8470 -0.01 0.00 0.02 0.286
H 7.0501 0.5999 -2.5799 0.00 -0.03 0.01 0.303
H 6.8160 -0.3355 -1.1026 0.00 0.01 0.02 0.343
H 6.8109 1.4317 -1.0365 -0.01 0.02 -0.02 0.337
H 1.7345 2.2871 -3.6926 0.00 -0.01 0.00 0.179
H 2.9196 3.4762 -3.2110 -0.05 -0.05 -0.02 0.358
H 0.8369 4.0834 -2.3287 0.01 -0.03 -0.04 0.302
H 1.8993 3.6734 -0.9889 -0.04 0.01 0.02 0.435
H -0.6123 0.5202 -1.4506 -0.04 0.20 -0.50 -3.210
H 0.9002 0.6429 -2.3016 0.06 0.01 0.03 1.059
H -0.3195 0.9046 -4.1784 -0.01 0.01 -0.01 0.353
H -0.9292 2.4492 -3.5957 -0.01 0.00 0.02 0.285
H -3.8392 -2.2304 -1.7909 -0.03 0.01 0.01 0.507
H -4.8067 -0.7321 -1.8152 0.02 0.03 0.00 0.393
H -3.0662 -0.6493 -1.5033 -0.01 0.00 0.11 0.014
H -4.2425 -1.4157 -5.3899 0.00 0.00 0.00 0.364
H -5.4452 -1.5547 -4.1022 0.00 0.00 0.00 0.390
H -4.2308 -2.8282 -4.3156 0.00 0.01 0.00 0.258
H -2.1464 1.5116 -5.7610 0.00 0.00 0.00 0.323
H -2.2710 0.3199 -7.0671 0.00 0.00 0.00 0.355
H -0.6971 0.6720 -6.3376 0.00 0.00 0.00 0.324
H -1.7412 -2.4789 -4.6496 -0.01 0.00 0.01 0.224
H -0.5689 -1.8256 -5.7884 0.00 0.00 0.00 0.353
H -2.2103 -2.2100 -6.3446 0.00 0.01 0.00 0.297
H -1.3279 3.5863 -1.6995 -0.02 -0.08 -0.02 0.450
H -0.4502 3.9474 -0.2178 -0.01 0.02 0.00 0.635
H -2.0111 1.3770 -0.4328 -0.04 0.00 -0.02 -0.093
H -2.8337 2.8641 -0.1364 0.00 0.03 0.01 0.522
H -4.5873 3.6899 2.9653 0.00 0.00 0.00 0.387
H -5.3881 2.1590 3.3676 0.01 -0.01 0.00 0.337
H -5.6440 2.9014 1.7841 0.00 0.00 0.00 0.319
H -3.1456 0.2640 1.0848 -0.03 0.00 0.04 -0.058
H -4.6871 0.8829 0.4896 -0.01 0.02 -0.01 0.402
H -4.5870 0.1029 2.0847 0.00 0.02 -0.02 0.348
H -3.4860 1.4921 4.4249 -0.01 0.01 -0.03 0.231
H -3.3336 3.0030 5.3398 -0.01 0.00 0.00 0.302
H -1.9967 1.8455 5.3068 0.03 -0.02 0.01 0.342
H -0.7645 4.2115 2.8522 -0.01 -0.01 -0.01 0.313
H -1.4863 4.6526 4.4215 -0.01 0.00 0.00 0.351
H -0.3312 3.3217 4.3202 0.04 -0.03 -0.03 0.315
H 4.2754 3.6928 -0.5361 -0.01 -0.01 -0.01 0.210
H 4.0010 4.6296 -2.0167 0.05 0.01 0.03 0.339
H 5.6003 4.6062 -1.2639 0.00 -0.01 0.02 0.350
H 6.0560 2.1399 -3.9647 -0.01 0.02 0.00 0.341
H 6.6944 3.6648 -3.3411 -0.01 0.00 0.00 0.338
H 5.1356 3.6337 -4.1879 -0.02 0.00 0.01 0.288
C 3.4397 -2.6617 1.5509 0.01 -0.01 -0.01 -0.553
C 2.4964 -3.7295 1.0025 -0.01 0.01 -0.01 -1.061
N 1.0961 -3.4144 1.2461 0.03 -0.06 0.00 0.360
C 0.5982 -3.6789 2.5777 -0.01 0.02 0.00 -1.524
C 0.9120 -2.5431 3.5362 0.00 0.02 -0.01 0.710
C 1.2574 -2.7676 4.8626 0.00 0.00 0.00 -1.070
C 1.5863 -1.6785 5.6552 -0.01 -0.01 0.00 -0.829
C 1.5989 -0.4114 5.0953 0.00 -0.01 -0.01 -1.109
C 1.2334 -0.2727 3.7600 -0.01 0.02 0.03 0.538
C 1.2292 1.0797 3.0691 -0.01 0.00 0.00 -0.070
N 1.5275 1.0087 1.6562 0.03 0.02 -0.05 0.929
C 2.9382 1.0437 1.2914 0.01 0.01 0.02 0.037
C 3.6732 -0.2341 1.6748 0.01 0.01 0.01 -0.917
N 3.0733 -1.3703 1.0114 0.00 -0.03 -0.06 1.018
N 0.8599 -1.3141 3.0257 -0.01 -0.02 -0.06 1.426
H 4.4652 -2.9175 1.2617 0.00 0.01 0.00 0.508
H 3.4181 -2.6680 2.6562 -0.01 0.00 0.00 0.240
H 2.7781 -4.7060 1.4270 0.00 0.00 0.00 0.375
H 2.6215 -3.7845 -0.0806 0.00 0.00 0.01 0.415
H 0.5101 -3.8064 0.5181 -0.04 0.02 0.01 -0.043
H 0.9922 -4.6144 3.0050 0.01 0.00 0.00 0.333
H -0.4880 -3.7853 2.5172 0.00 0.00 0.01 0.154
H 1.2931 -3.7767 5.2532 0.00 0.01 0.00 0.526
H 1.8674 -1.8215 6.6913 0.00 0.00 0.00 0.448
H 1.9079 0.4528 5.6702 0.00 0.00 0.00 0.573
H 1.9123 1.7494 3.6168 0.00 0.01 0.00 0.473
H 0.2261 1.5028 3.1547 -0.05 0.00 0.02 -1.201
H 1.0067 1.7121 1.1433 -0.03 0.00 0.00 -0.375
H 3.4594 1.8989 1.7554 0.00 -0.01 0.00 0.331
H 2.9816 1.1569 0.2069 0.02 0.04 -0.02 -0.480
H 3.6754 -0.3509 2.7748 0.00 0.00 0.00 0.340
H 4.7216 -0.1329 1.3730 0.00 -0.01 0.00 0.739
H 2.0689 -1.2957 1.1243 -0.02 0.04 0.03 -0.954
N -1.6514 -4.7594 -3.2536 -0.03 -0.02 0.04 -0.349
C -1.3893 -4.0657 -2.0955 0.07 0.01 -0.07 0.113
S 0.0642 -3.1598 -2.0557 -0.10 0.08 0.03 -0.183
N -2.3389 -4.2343 -1.1863 -0.01 0.05 0.05 -1.583
N -2.2212 -3.4756 -0.0714 0.02 -0.07 0.02 1.379
C -3.0730 -3.7776 0.8383 -0.06 0.04 0.05 -1.253
C -3.1680 -3.0600 2.1127 0.06 -0.01 -0.04 0.871
C -4.0359 -3.5442 3.0963 -0.01 0.02 0.05 -0.945
C -4.1112 -2.8970 4.3150 -0.02 -0.04 -0.03 -0.847
C -3.3216 -1.7764 4.5310 0.03 0.05 0.00 -1.123
C -2.4978 -1.3584 3.4979 0.03 -0.04 0.03 -0.467
N -2.4192 -1.9686 2.3201 0.00 -0.01 0.06 1.400
H -0.8532 -4.9493 -3.8340 0.01 0.00 -0.01 0.228
H -2.3516 -5.4811 -3.1723 0.01 0.00 -0.01 0.245
H -3.7644 -4.6059 0.6790 -0.02 0.01 -0.01 0.273
H -4.6302 -4.4256 2.8944 0.00 0.00 0.00 0.525
H -4.7722 -3.2649 5.0897 0.00 0.01 0.00 0.407
H -3.3376 -1.2416 5.4711 0.00 0.00 0.00 0.578
H -1.8574 -0.4877 3.6219 -0.01 0.01 0.00 0.412
```
Positions in Å, forces in eV/Å.

Summary:
- E: -2937.71725 Eh
- ΔE to the lowest compared entry with this formula, charge and spin: 5.1 kcal per mole
- HOMO level: -6.82 eV
- Lowest unoccupied orbital energy: 0.261 eV
- Orbital gap: 7.08 eV

Entry 6:
# C4H13NO2

A cluster of 2 separate species, C4H13NO2 in total at a distorted geometry (ωB97M-V/def2-TZVPD, OMol25).

XYZ file:
```
20
Properties=species:S:1:pos:R:3:forces:R:3:mulliken_charge:R:1
C -1.7294 1.2551 1.5136 -0.16 1.16 0.24 -1.428
C -1.7193 0.2405 0.3553 1.24 1.04 0.42 0.372
N -1.1187 1.0107 -0.8334 -0.94 -2.15 -0.12 -0.711
C -0.7243 -0.9172 0.7552 -0.13 -0.21 0.24 -0.940
C 0.7258 -0.3877 1.0114 -3.20 -0.75 2.74 -0.369
O 1.1456 0.2484 -0.0542 4.26 1.27 -3.18 -0.590
H -1.8957 0.8030 2.5068 0.34 -0.06 -0.46 0.310
H -0.7280 1.8213 1.5102 -1.59 -0.80 0.12 0.378
H -2.5703 1.9983 1.4319 0.84 -0.49 -0.25 0.360
H -2.7380 0.0044 -0.0248 0.58 -0.64 1.04 0.425
H -1.6034 0.5802 -1.6149 0.39 0.13 -0.46 0.234
H -1.4872 1.9230 -0.8123 -0.44 1.47 0.19 0.209
H -0.6758 -1.6360 -0.0432 0.22 -0.19 -0.84 0.383
H -0.9804 -1.5975 1.5936 -0.61 0.97 -0.02 0.393
H 1.3300 -1.2532 1.3971 -0.02 0.62 -0.87 0.280
H 0.6961 0.3399 1.8701 -0.03 -0.74 -0.15 0.233
H 0.5773 0.6326 -0.7580 -0.75 -0.61 1.37 0.461
O 4.3418 -1.3201 -3.4107 -0.27 -0.57 -0.11 -0.621
H 5.1523 -1.5258 -2.9608 0.97 0.54 0.43 0.309
H 4.0017 -2.2200 -3.4329 -0.69 0.04 -0.33 0.312
```
Positions in Å, forces in eV/Å.

Summary:
- E: -365.37925 Eh
- ΔE to the lowest compared entry with this formula, charge and spin: 39.7 kcal per mole
- HOMO level: -9.12 eV
- SMILES: C[C@@H](N)CCO.O
- Lowest unoccupied orbital energy: 0.939 eV
- Orbital gap: 10.06 eV